Entry 1:
This record from the OMol25 dataset describes a molecular structure, C34H51IrN6OP. The level of theory is ωB97M-V/def2-TZVPD.

Relative energy (zero: lowest compared OMol25 entry of this formula, charge and spin) (kcal per mole): 0.0
E_HOMO (spin up / spin down) (eV): 0.89 / -5.14
2S+1: 5
Total charge: -1

XYZ file:
```
94
C34H51IrN6OP | the OMol25 dataset | ωB97M-V/def2-TZVPD
Ir -1.382 1.114 0.266
P 2.694 -3.502 1.477
O 1.557 -2.578 1.252
N 3.868 -3.300 0.307
N 3.596 -3.253 2.874
N -0.161 3.353 1.065
N 2.182 -5.086 1.608
N 1.240 1.082 0.002
N -1.394 4.032 -0.622
C 0.377 2.274 1.828
C -0.811 -2.067 -0.669
C -3.997 3.412 -5.698
C 4.244 -1.946 3.025
C -3.329 3.638 -4.366
C -3.390 0.873 2.693
C 2.063 0.343 -0.722
C 3.036 -3.735 4.141
C -1.740 -1.037 -0.119
C -2.934 0.265 1.405
C 3.154 -6.170 1.620
C 2.869 1.579 1.640
C -1.881 -0.706 1.283
C 5.177 -3.935 0.406
C -2.001 3.238 -4.203
C -4.007 4.218 -3.288
C -0.207 4.756 1.129
C -1.071 -1.261 2.406
C 3.414 0.331 -0.387
C -2.807 -0.174 -2.348
C 3.433 -3.058 -1.063
C -1.338 3.429 -2.980
C -3.411 0.565 0.079
C -0.954 5.163 0.079
C -4.122 4.964 -0.880
C 3.803 0.935 0.817
C 1.511 1.628 1.197
C 0.097 3.047 -2.850
C 0.871 -5.505 1.110
C -0.951 2.933 0.054
C -2.052 3.963 -1.902
C -2.646 -0.216 -0.860
C -4.511 1.497 -0.304
C -3.375 4.393 -2.039
H -0.200 -1.812 2.035
H 3.287 -3.997 -1.624
H 0.390 2.401 2.907
H 1.646 -0.222 -1.580
H 0.103 -4.753 1.330
H 0.497 2.798 -3.838
H 4.858 0.898 1.106
H -3.921 6.031 -0.727
H 5.474 -4.071 1.453
H -1.250 -3.071 -0.591
H -1.207 6.143 -0.294
H 0.877 -5.716 0.026
H 0.723 3.846 -2.431
H -2.580 1.453 3.164
H 3.555 -6.376 0.615
H -4.186 2.131 -1.134
H -3.673 0.051 3.360
H 5.917 -3.284 -0.082
H -3.628 -0.812 -2.705
H 4.834 -1.982 3.948
H 3.115 2.067 2.581
H 0.112 -2.086 -0.085
H -3.020 0.851 -2.674
H 3.824 -3.665 4.901
H -5.201 4.863 -1.050
H 2.173 -3.137 4.483
H 4.195 -2.459 -1.580
H -4.243 1.532 2.522
H 5.200 -4.911 -0.109
H -5.410 0.960 -0.625
H 4.915 -1.755 2.185
H 4.112 -0.161 -1.075
H 3.975 -5.964 2.314
H 3.523 -1.120 3.110
H -0.567 -1.879 -1.716
H -1.688 -1.941 3.002
H -1.883 -0.506 -2.838
H -0.715 -0.456 3.060
H -3.873 4.437 0.047
H 2.492 -2.494 -1.072
H 0.609 -6.437 1.631
H 2.620 -7.065 1.960
H -3.999 2.346 -5.975
H 0.216 2.158 -2.219
H -3.462 3.946 -6.496
H -1.466 2.769 -5.031
H 0.337 5.321 1.858
H -4.763 2.138 0.542
H 2.730 -4.781 4.039
H -5.034 3.764 -5.686
H -5.053 4.512 -3.408
```

***

Entry 2:
This record from the OMol25 dataset describes 13 unconnected molecules or ions with the total composition C34H51N14O4S2. The level of theory is ωB97M-V/def2-TZVPD.

E_HOMO (eV): -11.18
Total charge: +1

XYZ file:
```
105
C34H51N14O4S2 | the OMol25 dataset | ωB97M-V/def2-TZVPD
S 5.595 1.594 -1.009
S -0.766 3.703 -0.186
O 2.969 3.062 0.739
O 1.993 5.038 0.744
O 2.399 0.327 0.058
O 2.346 1.275 -1.943
N -7.175 7.097 -5.269
N -7.556 -6.365 -1.656
N -4.301 -10.797 -0.929
N 7.415 1.781 8.566
N -2.534 4.576 -2.678
N -1.173 -3.180 1.106
N -1.519 2.148 -0.423
N -2.894 -3.643 -1.853
N -2.309 0.294 -1.275
N -5.986 0.716 -0.245
N 6.030 -2.822 5.508
N 5.708 1.233 3.306
N -2.249 -0.899 -4.377
N 6.531 5.836 2.209
C 3.001 0.640 -1.152
C -4.142 5.120 -4.686
C -2.763 -9.292 0.581
C -2.009 1.398 0.676
C 1.857 3.850 0.894
C -5.935 1.455 -1.122
C 0.423 3.320 1.191
C -1.723 1.481 -1.587
C -4.788 -4.343 -0.172
C 2.669 -0.363 2.363
C -3.237 -2.901 -5.761
C 5.042 6.157 0.067
C 6.296 3.420 4.646
C 6.897 0.947 7.974
C 7.615 -4.600 6.622
C -2.680 -1.773 -4.982
C -3.235 4.814 -3.555
C -6.628 -8.708 -0.899
C 6.227 -0.129 7.205
C -7.150 -7.387 -1.326
C 3.109 2.055 1.767
C -3.630 -10.140 -0.270
C -2.502 0.185 0.101
C 5.882 5.976 1.273
C 6.722 -3.598 5.994
C 0.225 -2.510 -1.018
C -5.869 2.411 -2.252
C -0.562 -2.888 0.178
C -6.581 7.382 -6.209
C 4.444 0.233 -1.578
C -3.722 -3.948 -1.119
C -5.813 7.748 -7.422
C 3.234 0.580 1.208
C 5.964 2.189 3.890
H -5.985 8.796 -7.667
H -1.724 -9.401 0.276
H 2.810 0.111 3.370
H 7.376 3.563 4.663
H -5.154 5.285 -4.316
H -2.557 -0.438 -1.950
H -4.150 4.288 -5.389
H -5.713 -8.937 -1.440
H 2.327 2.077 2.566
H 0.031 3.860 2.091
H -1.458 1.816 -2.606
H -4.748 7.594 -7.248
H 4.304 0.289 1.093
H -2.935 -0.654 0.680
H -2.862 -9.591 1.624
H -2.427 -3.515 -6.153
H -6.129 7.130 -8.261
H 4.911 2.769 -1.245
H 1.583 -0.594 2.224
H 4.683 7.184 0.015
H 0.072 -1.455 -1.244
H -6.533 3.254 -2.061
H 6.971 -0.790 6.765
H 5.624 5.937 -0.828
H -6.176 1.917 -3.173
H 0.459 2.209 1.336
H -6.417 -8.696 0.170
H -7.366 -9.482 -1.107
H -1.961 1.715 1.737
H 8.655 -4.352 6.412
H 4.534 0.219 -2.691
H 7.462 -4.607 7.701
H -3.870 -3.514 -5.119
H -0.093 -3.108 -1.871
H 4.090 2.256 2.288
H 1.285 -2.685 -0.833
H -4.559 -3.959 0.823
H 5.582 -0.710 7.863
H -3.055 -8.246 0.482
H 3.279 -1.309 2.396
H 4.787 -0.707 -1.085
H -3.831 -2.521 -6.591
H 5.624 0.305 6.409
H 7.397 -5.590 6.224
H -4.860 -5.428 -0.127
H 5.931 3.335 5.670
H 5.831 4.283 4.169
H -4.849 2.780 -2.365
H 4.186 5.483 0.112
H -5.744 -3.936 -0.500
H -3.800 6.018 -5.200
```

***

- Which of these has the lowest total charge?
  C34H51IrN6OP

***

- Which value of total charge does entry 2 give?
  +1

***

Please write out number 1 again, unchanged.
This record from the OMol25 dataset describes a molecular structure, C34H51IrN6OP. The level of theory is ωB97M-V/def2-TZVPD.

Relative energy (zero: lowest compared OMol25 entry of this formula, charge and spin) (kcal per mole): 0.0
E_HOMO (spin up / spin down) (eV): 0.89 / -5.14
2S+1: 5
Total charge: -1

XYZ file:
```
94
C34H51IrN6OP | the OMol25 dataset | ωB97M-V/def2-TZVPD
Ir -1.382 1.114 0.266
P 2.694 -3.502 1.477
O 1.557 -2.578 1.252
N 3.868 -3.300 0.307
N 3.596 -3.253 2.874
N -0.161 3.353 1.065
N 2.182 -5.086 1.608
N 1.240 1.082 0.002
N -1.394 4.032 -0.622
C 0.377 2.274 1.828
C -0.811 -2.067 -0.669
C -3.997 3.412 -5.698
C 4.244 -1.946 3.025
C -3.329 3.638 -4.366
C -3.390 0.873 2.693
C 2.063 0.343 -0.722
C 3.036 -3.735 4.141
C -1.740 -1.037 -0.119
C -2.934 0.265 1.405
C 3.154 -6.170 1.620
C 2.869 1.579 1.640
C -1.881 -0.706 1.283
C 5.177 -3.935 0.406
C -2.001 3.238 -4.203
C -4.007 4.218 -3.288
C -0.207 4.756 1.129
C -1.071 -1.261 2.406
C 3.414 0.331 -0.387
C -2.807 -0.174 -2.348
C 3.433 -3.058 -1.063
C -1.338 3.429 -2.980
C -3.411 0.565 0.079
C -0.954 5.163 0.079
C -4.122 4.964 -0.880
C 3.803 0.935 0.817
C 1.511 1.628 1.197
C 0.097 3.047 -2.850
C 0.871 -5.505 1.110
C -0.951 2.933 0.054
C -2.052 3.963 -1.902
C -2.646 -0.216 -0.860
C -4.511 1.497 -0.304
C -3.375 4.393 -2.039
H -0.200 -1.812 2.035
H 3.287 -3.997 -1.624
H 0.390 2.401 2.907
H 1.646 -0.222 -1.580
H 0.103 -4.753 1.330
H 0.497 2.798 -3.838
H 4.858 0.898 1.106
H -3.921 6.031 -0.727
H 5.474 -4.071 1.453
H -1.250 -3.071 -0.591
H -1.207 6.143 -0.294
H 0.877 -5.716 0.026
H 0.723 3.846 -2.431
H -2.580 1.453 3.164
H 3.555 -6.376 0.615
H -4.186 2.131 -1.134
H -3.673 0.051 3.360
H 5.917 -3.284 -0.082
H -3.628 -0.812 -2.705
H 4.834 -1.982 3.948
H 3.115 2.067 2.581
H 0.112 -2.086 -0.085
H -3.020 0.851 -2.674
H 3.824 -3.665 4.901
H -5.201 4.863 -1.050
H 2.173 -3.137 4.483
H 4.195 -2.459 -1.580
H -4.243 1.532 2.522
H 5.200 -4.911 -0.109
H -5.410 0.960 -0.625
H 4.915 -1.755 2.185
H 4.112 -0.161 -1.075
H 3.975 -5.964 2.314
H 3.523 -1.120 3.110
H -0.567 -1.879 -1.716
H -1.688 -1.941 3.002
H -1.883 -0.506 -2.838
H -0.715 -0.456 3.060
H -3.873 4.437 0.047
H 2.492 -2.494 -1.072
H 0.609 -6.437 1.631
H 2.620 -7.065 1.960
H -3.999 2.346 -5.975
H 0.216 2.158 -2.219
H -3.462 3.946 -6.496
H -1.466 2.769 -5.031
H 0.337 5.321 1.858
H -4.763 2.138 0.542
H 2.730 -4.781 4.039
H -5.034 3.764 -5.686
H -5.053 4.512 -3.408
```

***

- The highest total charge belongs to which entry?
  C34H51N14O4S2